C15H15FN2O3S2 | ωB97M-V/def2-TZVPD

```
38
Properties=species:S:1:pos:R:3:mulliken_charge:R:1
O -2.841 -1.160 1.690 -0.642
C -2.603 -0.666 0.603 0.443
C -3.085 0.674 0.248 0.380
C -3.626 1.155 -0.914 -0.312
C -4.057 2.490 -0.801 -0.569
C -3.838 2.998 0.443 -0.512
S -3.122 1.857 1.502 -0.077
N -1.958 -1.381 -0.373 0.065
C -1.246 -0.802 -1.488 -0.844
C 0.264 -1.116 -1.350 -0.963
N 0.619 -1.365 0.027 0.131
S 0.659 0.037 0.960 1.569
O 0.513 -0.324 2.334 -0.771
O -0.174 1.069 0.408 -0.617
C 2.367 0.497 0.666 -0.259
C 2.669 1.589 -0.125 -0.105
C 3.993 1.913 -0.367 -0.705
C 4.979 1.122 0.199 0.406
F 6.268 1.427 -0.035 -0.316
C 4.687 0.028 0.998 -0.686
C 3.359 -0.284 1.229 -0.485
C -0.041 -2.524 0.598 -0.816
C -1.452 -2.685 0.004 -0.873
H -3.744 0.564 -1.806 0.522
H -4.507 3.042 -1.606 0.411
H -4.061 3.985 0.796 0.478
H -1.632 -1.219 -2.427 0.371
H -1.394 0.276 -1.481 0.590
H 0.860 -0.271 -1.697 0.339
H 0.540 -2.002 -1.929 0.374
H 1.861 2.179 -0.529 0.492
H 4.267 2.759 -0.977 0.443
H 5.489 -0.554 1.423 0.438
H 3.076 -1.117 1.851 0.423
H -0.097 -2.348 1.673 0.470
H 0.571 -3.412 0.405 0.424
H -1.435 -3.312 -0.892 0.378
H -2.130 -3.115 0.742 0.405
```

Computed properties:
structure (SMILES): O=C(c1cccs1)N1CCN(S(=O)(=O)c2ccc(F)cc2)CC1
net charge: 0
gap between HOMO and LUMO: 9.32 eV
total energy: -1812.05727 Eh